C2H7N2O2 | ωB97M-V with the def2-TZVPD basis set

As for the lowest unoccupied orbital energy: -6.34 eV. Its orbital gap is 9.9 eV. As for the structure (SMILES): C[N+](C)(O)N=O. Its net charge is +1. As for the total energy: -339.9460 hartree.

Geometry (Å):
O -2.33 0.53 -0.27
O -0.07 -1.36 0.91
N -0.09 -0.20 0.12
N -1.56 -0.34 -0.53
C 0.10 0.97 0.94
C 0.72 -0.34 -1.00
H 0.31 -0.97 -1.76
H 0.66 0.83 1.85
H -0.99 1.27 1.29
H 1.70 -0.76 -0.75
H 0.55 1.70 0.24
H 0.30 -2.05 0.31
H 0.72 0.74 -1.34